1.
55
Properties=species:S:1:pos:R:3:forces:R:3:mulliken_charge:R:1 method="wB97M-V/def2-TZVPD" relative_energy_kcal_mol=0.74 molar_mass_g_mol=448.4 charge=0 smiles="NC(=O)C1CCN(CC(=O)Nc2cccc(C(=O)Nc3cccc(C(F)(F)F)c3)c2)CC1" gap_ev=9.1 e_lumo_ev=0.44 total_energy_ha=-1596.59580
N -8.25686 -0.42305 0.23428 -0.5 0.0 -0.1 -0.37
C -6.99808 -0.18230 0.67241 -0.1 -0.6 -0.1 0.25
O -6.71225 0.84126 1.25075 0.2 0.4 0.3 -0.62
C -6.01721 -1.30601 0.34441 0.2 -0.1 0.1 0.21
C -4.75179 -1.22901 1.20556 -0.1 0.2 -0.1 -1.13
C -3.86481 -0.04502 0.80306 0.0 0.0 0.3 -0.92
N -3.53949 -0.00658 -0.61635 0.0 -0.1 -0.2 0.04
C -2.53428 -0.97723 -1.00581 0.0 0.0 0.0 -0.56
C -1.12641 -0.48317 -0.66817 -0.3 0.1 0.0 0.36
O -0.19058 -1.24221 -0.52751 0.2 -0.2 0.0 -0.68
N -1.07396 0.86834 -0.58210 -0.3 0.3 -0.1 -0.05
C 0.01407 1.68236 -0.27460 0.3 0.1 0.1 0.40
C -0.22043 3.01773 0.05064 0.0 -0.2 0.0 -0.55
C 0.83877 3.85340 0.35090 0.0 0.0 0.0 -0.73
C 2.13437 3.36936 0.34140 0.2 -0.1 0.0 -0.75
C 2.37727 2.03452 0.02917 -0.4 0.4 0.0 0.36
C 3.79688 1.57275 0.02550 0.0 -0.2 0.1 0.67
O 4.72146 2.33383 -0.16095 0.1 0.1 0.0 -0.66
N 3.93997 0.23242 0.27524 -0.5 -0.1 0.0 -0.12
C 5.10186 -0.52717 0.31659 0.6 -0.2 0.0 0.85
C 4.97937 -1.89424 0.57764 0.0 0.1 0.0 -0.76
C 6.09549 -2.70395 0.62974 0.0 0.0 0.0 -0.62
C 7.35858 -2.17355 0.42352 0.1 0.2 0.0 -0.74
C 7.47793 -0.81625 0.16470 0.0 -0.2 0.0 -0.21
C 8.82562 -0.19658 -0.07368 0.3 0.2 -0.1 0.99
F 9.84215 -1.06019 0.07921 -0.1 -0.3 0.1 -0.29
F 9.07555 0.82643 0.76247 -0.2 0.1 0.1 -0.26
F 8.94478 0.30198 -1.31850 -0.2 0.0 -0.1 -0.25
C 6.36769 0.01393 0.10783 0.0 0.0 0.0 -0.52
C 1.31686 1.19654 -0.29526 0.1 0.0 0.0 -0.54
C -4.75221 -0.02499 -1.41152 -0.2 -0.1 -0.2 -1.16
C -5.63517 -1.24833 -1.14290 0.1 0.2 0.0 -0.73
H -8.52126 -1.28393 -0.20906 0.1 0.0 0.0 0.20
H -8.96947 0.26589 0.40996 0.1 0.0 0.0 0.26
H -6.52806 -2.25530 0.54625 0.0 0.1 0.0 0.40
H -5.02855 -1.11535 2.25406 0.1 -0.1 0.0 0.41
H -4.19778 -2.16499 1.10161 0.0 0.0 0.0 0.38
H -2.93270 -0.07458 1.37253 0.0 0.1 0.0 0.35
H -4.39291 0.88019 1.04336 0.1 -0.1 0.1 0.53
H -2.56286 -1.10769 -2.09226 0.0 0.0 0.0 0.53
H -2.65424 -1.97057 -0.55280 0.1 0.1 0.0 0.18
H -1.98727 1.31177 -0.65190 0.1 -0.2 0.0 0.20
H -1.23374 3.39248 0.06061 -0.1 0.0 0.0 0.43
H 0.65134 4.88799 0.59495 0.0 0.1 0.0 0.39
H 2.97221 4.00837 0.57215 0.1 0.1 0.0 0.47
H 3.09088 -0.28811 0.45127 0.1 0.2 0.0 0.09
H 3.99779 -2.31782 0.73650 -0.1 0.0 0.0 0.44
H 5.98445 -3.75804 0.83175 0.0 -0.1 0.0 0.38
H 8.23430 -2.80126 0.46331 0.1 0.0 0.0 0.48
H 6.47936 1.06659 -0.09459 0.0 0.0 0.0 0.57
H 1.47066 0.17333 -0.59671 0.0 0.0 0.0 0.61
H -4.47921 0.01833 -2.46924 -0.1 0.1 0.0 0.48
H -5.31165 0.88227 -1.16441 0.0 0.0 -0.1 0.45
H -6.52811 -1.19778 -1.76862 0.0 -0.1 -0.1 0.51
H -5.08832 -2.15682 -1.40643 0.0 0.0 0.0 0.36

2.
48
Properties=species:S:1:pos:R:3:forces:R:3:mulliken_charge:R:1 method="wB97M-V/def2-TZVPD" relative_energy_kcal_mol=73.85 molar_mass_g_mol=331.4 charge=+1 gap_ev=4.1 e_lumo_ev=-5.82 total_energy_ha=-1036.57013
C 5.95581 -0.64873 -2.05257 0.6 -0.5 -0.4 -0.83
O 5.37842 0.39434 -1.30232 -2.4 0.3 0.7 -0.42
C 4.02914 0.23429 -1.08622 0.7 0.0 -0.1 0.90
C 3.32464 1.24919 -0.40841 0.6 0.1 -0.1 -1.02
C 1.97594 1.17628 -0.21845 0.0 -0.2 -0.3 -0.26
C 1.23921 0.06616 -0.68006 -1.0 -0.1 0.2 1.06
C -0.20456 0.01634 -0.67988 1.2 -0.1 -0.7 0.41
C -0.97604 -1.19678 -0.80407 -0.4 -0.8 0.0 0.03
C -2.27748 -0.87524 -1.24772 -0.1 -1.5 0.1 0.16
C -3.19481 -1.89197 -1.50616 0.4 1.3 -0.1 -0.43
C -2.82345 -3.20127 -1.27070 0.5 -0.5 0.2 -0.64
C -1.55983 -3.51897 -0.77546 -0.5 -0.3 -0.1 -0.98
C -0.63249 -2.53260 -0.54685 0.2 1.0 0.1 -0.22
C -2.36211 0.57299 -1.34356 -0.2 1.4 -0.1 -0.14
C -1.11312 1.10976 -0.94845 -0.6 0.9 0.2 1.00
C -0.92615 2.50037 -0.95885 0.3 -0.9 0.1 -0.15
C -1.95988 3.31831 -1.34779 -0.5 0.2 -0.2 -1.14
C -3.17773 2.78017 -1.75715 0.4 0.6 0.2 -0.64
C -3.38888 1.41715 -1.75927 0.5 -1.2 0.2 -0.56
C 1.95728 -0.97764 -1.30033 -0.6 0.2 0.2 -1.17
C 3.29944 -0.89374 -1.50898 0.9 0.1 -0.2 -0.68
H 7.01470 -0.43685 -2.20173 -0.2 0.2 0.2 0.25
H 5.85693 -1.59004 -1.50763 0.1 0.0 -0.2 0.34
H 5.46715 -0.70875 -3.02802 0.1 -0.1 0.0 0.37
H 3.88133 2.09797 -0.06069 0.2 0.3 0.2 0.48
H 1.46444 1.96005 0.30616 0.0 0.2 0.2 0.31
H -4.16548 -1.65731 -1.90867 -0.2 0.0 0.0 0.50
H -3.52074 -3.99889 -1.46553 -0.1 -0.1 0.0 0.44
H -1.30743 -4.54544 -0.56540 0.0 -0.1 0.0 0.45
H 0.33158 -2.77355 -0.13682 0.2 -0.1 0.1 0.72
H 0.01316 2.92750 -0.66401 0.2 0.2 0.0 0.29
H -1.82740 4.38799 -1.34136 0.0 0.1 0.0 0.45
H -3.96446 3.44472 -2.07366 -0.1 0.1 -0.1 0.44
H -4.32384 1.00543 -2.09680 -0.2 -0.1 0.0 0.50
H 1.40944 -1.81170 -1.69943 0.0 -0.1 -0.1 0.69
H 3.79458 -1.68725 -2.03632 0.0 -0.2 -0.1 0.46
C -1.62698 1.55313 3.87855 0.9 -0.5 -0.2 -0.94
N -1.09902 0.33004 3.26848 -2.0 -0.4 -0.6 0.28
C -1.42092 -0.84068 4.08874 0.6 0.6 -0.3 -0.96
N 0.30531 0.38855 2.97190 0.2 0.3 1.0 -0.81
H -2.70388 1.47146 4.01902 0.1 -0.2 -0.1 0.33
H -1.15381 1.73112 4.84255 0.1 0.2 0.4 0.33
H -1.42941 2.40632 3.23360 0.0 0.1 -0.1 0.27
H -2.49698 -0.91674 4.23408 0.0 0.1 -0.1 0.34
H -1.07647 -1.74490 3.59311 0.0 -0.1 -0.1 0.27
H -0.93105 -0.77014 5.05768 0.1 -0.1 0.4 0.34
H 0.52480 -0.46647 2.48109 0.0 -0.2 -0.2 0.30
H 0.42114 1.14603 2.31434 0.0 0.1 -0.2 0.30

3.
55
Properties=species:S:1:pos:R:3:forces:R:3:mulliken_charge:R:1 method="wB97M-V/def2-TZVPD" multiplicity=3 s_squared=2.030 molar_mass_g_mol=566.0 charge=-1 gap_ev="6.5 / 7.4" e_lumo_ev="2.76 / 2.49" total_energy_ha=-2262.12471
Pd -0.23847 -0.66675 0.44672 0.0 0.2 0.2 0.02
O 1.24220 0.73458 -0.47566 0.4 -0.2 0.2 -0.91
N 1.87050 1.49269 0.41053 0.0 0.1 0.0 0.64
C 3.16126 1.81612 0.15429 -0.1 0.0 -0.2 -0.04
C 3.86300 2.66838 0.96395 0.0 0.0 0.0 -0.97
C 3.22381 3.20067 2.08370 -0.1 0.0 0.0 -0.07
C 1.92964 2.82737 2.35681 0.0 0.0 0.1 -0.83
C 1.22625 1.92573 1.53714 0.0 -0.1 0.0 0.46
S -0.34658 1.34531 1.91542 0.1 -0.1 -0.2 -0.42
H 3.56327 1.34706 -0.73271 -0.1 0.1 0.0 0.46
H 4.89157 2.90185 0.72340 -0.1 0.0 0.0 0.40
H 3.74493 3.88865 2.73842 0.0 0.0 0.0 0.37
H 1.40657 3.19872 3.22824 0.0 0.0 0.0 0.38
C -2.17682 -0.19298 -0.64458 0.0 -0.3 0.0 -0.93
C -2.38332 -1.53826 -0.21983 -0.2 0.0 0.0 0.26
C -2.71839 -1.83228 1.12927 0.0 -0.1 0.0 0.00
C -2.80438 -3.14239 1.57421 0.0 0.0 0.0 -0.53
C -2.58400 -4.20125 0.70296 0.0 0.0 0.0 -0.41
C -2.28928 -3.93380 -0.63718 0.0 0.0 0.0 -0.32
C -2.19527 -2.64226 -1.09406 0.0 0.0 0.0 -0.53
H -2.59990 0.61299 -0.06822 0.0 0.1 0.1 0.28
H -1.99289 0.00605 -1.68973 0.1 0.0 -0.1 0.28
H -2.90426 -1.01115 1.80806 0.0 0.1 0.1 0.32
H -3.03457 -3.33984 2.61546 0.0 0.0 0.0 0.38
H -2.62070 -5.22170 1.06352 0.0 0.0 0.0 0.35
H -2.10859 -4.75705 -1.32033 0.0 0.0 0.0 0.34
H -1.93728 -2.44381 -2.12721 0.0 0.0 0.0 0.30
C 3.20092 -7.52854 -2.37344 0.0 0.1 0.0 -1.37
C 3.50018 -6.06794 -2.13970 0.1 -0.1 0.0 0.87
C 4.81286 -5.60440 -2.07403 -0.1 -0.1 0.0 -0.68
C 5.08339 -4.26373 -1.83710 -0.1 0.0 0.0 -0.61
C 4.02410 -3.38174 -1.68344 0.1 -0.1 -0.1 -0.01
C 2.70586 -3.81972 -1.74460 0.1 0.1 -0.1 -0.32
C 2.45741 -5.16133 -1.96676 -0.1 0.0 0.0 -0.91
S 4.36724 -1.66870 -1.42175 -0.1 -0.2 0.1 1.50
O 3.85601 -0.93345 -2.54457 0.1 0.2 0.0 -0.74
O 5.75703 -1.58386 -1.05708 0.0 0.1 0.0 -0.80
N 3.48582 -1.22868 -0.13769 0.0 -0.3 0.4 0.16
C 3.68473 -1.92613 1.15585 -0.1 0.1 -0.3 -0.81
C 2.36347 -2.19478 1.87098 0.0 0.0 -0.3 -0.58
C 1.48811 -3.17770 1.07437 -0.1 -0.4 -0.3 0.54
O 1.70636 -4.37783 1.26778 -0.1 0.3 -0.1 -0.73
O 0.65439 -2.71246 0.20010 0.4 0.3 0.6 0.14
H 4.11340 -8.12405 -2.37088 0.0 0.0 0.0 0.35
H 2.70224 -7.67390 -3.33441 0.0 0.0 0.0 0.31
H 2.53630 -7.91556 -1.59747 0.0 0.0 0.0 0.32
H 5.63353 -6.30472 -2.19148 0.0 0.0 0.0 0.28
H 6.09903 -3.89439 -1.75994 -0.1 0.0 0.0 0.46
H 1.88192 -3.13390 -1.56207 0.1 -0.1 -0.1 0.56
H 1.42947 -5.51455 -1.96558 0.1 0.1 0.0 0.40
H 2.52074 -1.01993 -0.38065 -0.1 0.1 -0.1 0.17
H 4.33247 -1.31415 1.78248 0.0 0.1 0.0 0.42
H 4.18824 -2.88362 1.00010 0.0 0.0 -0.1 0.31
H 1.83808 -1.26493 2.05594 -0.2 0.4 0.0 -0.04
H 2.60641 -2.64837 2.82652 0.0 -0.1 0.1 0.51

4.
52
Properties=species:S:1:pos:R:3:forces:R:3:mulliken_charge:R:1 method="wB97M-V/def2-TZVPD" relative_energy_kcal_mol=63.68 molar_mass_g_mol=393.4 charge=0 smiles="C/C(=N/NC(=O)CNC(=O)c1ccc2c(c1)OCO2)c1ccc2c(c1)CCCC2" gap_ev=9.1 e_lumo_ev=0.60 total_energy_ha=-1317.38208
C 4.04665 0.80546 -2.55957 0.1 -0.1 0.0 -1.25
C 3.38220 0.16761 -1.38287 0.0 -0.1 0.1 0.47
N 3.63827 -1.05806 -1.15930 0.5 -0.4 -0.5 -1.17
N 3.03942 -1.69124 -0.11914 -0.4 1.0 0.4 0.57
C 3.15582 -3.02702 0.06950 -0.1 -0.3 0.3 0.61
O 3.84831 -3.78310 -0.56716 0.1 -0.2 -0.1 -0.63
C 2.23817 -3.49625 1.21921 0.2 0.1 -0.1 -0.72
N 0.84062 -3.36151 0.86223 0.0 -0.3 0.0 -0.18
C 0.18355 -2.18445 0.97741 -0.1 -0.3 0.0 0.61
O 0.71702 -1.18523 1.43740 0.0 0.2 0.1 -0.66
C -1.22462 -2.18138 0.50038 -0.3 0.0 0.0 -0.28
C -2.04557 -3.29843 0.59157 0.2 0.1 0.0 -0.55
C -3.36700 -3.26592 0.15588 -0.3 0.2 -0.2 -1.17
C -3.82321 -2.08388 -0.37681 0.5 0.3 0.1 0.72
C -3.00206 -0.95529 -0.46436 -0.2 -0.6 0.1 0.94
C -1.70389 -0.97388 -0.02678 -0.2 0.1 -0.1 -0.44
O -3.71033 0.07244 -1.02670 0.5 0.0 0.1 -0.50
C -5.00130 -0.43726 -1.28320 -1.0 0.7 -0.5 -0.35
O -5.05736 -1.78883 -0.87784 0.2 -0.4 0.2 -0.49
C 2.47942 1.01086 -0.56232 -0.1 -0.1 0.3 0.36
C 2.75781 1.23091 0.78410 0.1 0.1 -0.2 -0.45
C 1.90323 1.99343 1.55834 0.0 0.0 0.0 -1.11
C 0.76611 2.55239 1.00208 0.1 0.0 0.0 1.11
C 0.47951 2.34017 -0.34671 0.0 0.0 -0.1 0.86
C 1.33324 1.57133 -1.11814 0.1 -0.1 0.1 -0.64
C -0.73153 3.01795 -0.91214 -0.1 0.0 0.0 -1.32
C -1.97224 2.90085 -0.00555 0.0 0.0 0.0 -0.20
C -1.61854 2.74532 1.47911 -0.1 0.2 0.0 -0.57
C -0.23902 3.33303 1.78862 -0.1 -0.1 0.1 -1.41
H 4.66867 1.63573 -2.22703 0.0 0.1 0.0 0.31
H 3.30018 1.20349 -3.24480 0.0 0.1 -0.1 0.31
H 4.66080 0.07216 -3.07297 0.0 0.0 -0.1 0.41
H 2.39802 -1.16384 0.48450 0.1 -0.3 -0.1 0.23
H 2.42030 -2.88305 2.10578 0.0 -0.1 0.0 0.29
H 2.45404 -4.54237 1.43709 0.1 0.1 -0.1 0.38
H 0.43296 -4.10212 0.31512 -0.1 0.1 0.0 0.29
H -1.67290 -4.20769 1.03793 0.1 -0.1 0.1 0.52
H -4.00997 -4.12623 0.23261 -0.1 -0.1 0.0 0.45
H -1.05941 -0.11186 -0.07862 0.1 0.1 0.0 0.28
H -5.74710 0.14737 -0.72151 0.2 -0.2 -0.1 0.31
H -5.21951 -0.36594 -2.36033 0.1 -0.1 0.2 0.27
H 3.65524 0.81339 1.21898 0.1 -0.1 0.0 0.44
H 2.12237 2.15048 2.60438 0.0 0.0 0.1 0.38
H 1.09912 1.39004 -2.15859 0.0 0.0 -0.1 0.41
H -0.95988 2.62856 -1.90572 0.1 0.1 0.0 0.34
H -0.48179 4.07825 -1.02804 0.0 0.0 -0.1 0.45
H -2.58306 3.79488 -0.14690 0.0 0.0 0.0 0.42
H -2.57173 2.04771 -0.32273 0.0 0.1 0.0 -0.19
H -1.59664 1.68650 1.74700 0.0 0.0 0.1 0.23
H -2.38023 3.22688 2.09453 0.0 -0.1 0.0 0.49
H -0.21562 4.38694 1.49537 0.0 0.1 0.1 0.39
H -0.02654 3.27070 2.85671 0.0 0.1 0.0 0.43